1.
{"formula": "C21H22InNTe4", "method": "ωB97M-V/def2-TZVPD", "symbols": ["In", "C", "C", "C", "C", "C", "C", "C", "C", "C", "C", "H", "H", "H", "H", "H", "H", "H", "H", "H", "H", "H", "H", "H", "H", "Te", "Te", "Te", "Te", "C", "C", "C", "C", "N", "C", "C", "C", "C", "C", "C", "C", "H", "H", "H", "H", "H", "H", "H", "H"], "xyz": [[0.099, -0.609, 0.652], [-0.266, 2.409, -3.107], [-0.963, 3.239, -2.023], [0.016, 4.241, -1.424], [-1.630, 2.350, -0.982], [-1.303, 2.383, 0.369], [-1.963, 1.568, 1.300], [-2.980, 0.703, 0.903], [-3.769, -0.089, 1.913], [-3.310, 0.676, -0.456], [-2.650, 1.475, -1.371], [0.205, 3.063, -3.846], [-0.961, 1.750, -3.634], [0.511, 1.784, -2.659], [-1.769, 3.804, -2.502], [0.857, 3.729, -0.942], [-0.459, 4.888, -0.682], [0.424, 4.876, -2.211], [-0.536, 3.059, 0.729], [-1.712, 1.647, 2.350], [-4.713, 0.419, 2.135], [-3.216, -0.204, 2.845], [-4.005, -1.087, 1.542], [-4.098, 0.012, -0.796], [-2.934, 1.421, -2.417], [1.564, 1.101, 2.236], [2.346, -0.869, 3.927], [-0.112, -1.683, 4.633], [-0.791, -2.742, 2.232], [4.060, 0.372, -2.298], [3.622, -0.190, -3.486], [2.378, -0.791, -3.532], [1.575, -0.802, -2.393], [2.025, -0.296, -1.242], [3.231, 0.273, -1.197], [0.196, -1.395, -2.392], [-0.316, -1.939, -3.572], [-1.547, -2.571, -3.594], [-2.289, -2.675, -2.427], [-1.802, -2.106, -1.258], [-0.578, -1.438, -1.226], [5.024, 0.855, -2.215], [4.248, -0.170, -4.371], [2.038, -1.251, -4.448], [3.545, 0.642, -0.230], [0.249, -1.884, -4.493], [-1.918, -2.994, -4.518], [-3.248, -3.182, -2.430], [-2.404, -2.164, -0.358]], "mulliken_charge": [0.51, -1.09, 0.66, -1.73, 0.36, -0.18, -1.40, 0.94, -1.53, -0.64, -0.42, 0.48, 0.38, 0.04, 0.40, 0.27, 0.42, 0.44, 0.63, 0.33, 0.35, 0.27, 0.32, 0.40, 0.40, -0.18, -0.14, -0.16, -0.26, -0.82, -0.53, -0.76, 0.88, 0.16, -0.22, 0.80, -0.84, -0.84, -0.89, 0.12, 0.19, 0.41, 0.43, 0.36, 0.32, 0.27, 0.40, 0.42, 0.27], "orbital_gap_ev": 7.037, "lumo_energy_ev": -0.233, "fmax_ev_per_a": 0.365, "de_lowest_ev": 0.1653}


2.
{"formula": "C4H8O3", "method": "ωB97M-V/def2-TZVPD", "symbols": ["C", "C", "C", "O", "H", "H", "H", "H", "H", "H", "O", "C", "O", "H", "H"], "xyz": [[-0.069, -1.850, 0.927], [-0.042, -0.708, -0.123], [-1.236, 0.016, 0.386], [-1.176, 1.128, 0.884], [-0.193, -1.633, 2.006], [0.922, -2.249, 0.750], [-0.839, -2.535, 0.575], [-0.039, -1.284, -1.062], [0.892, -0.174, 0.050], [-2.173, -0.573, 0.523], [0.907, 0.917, -1.930], [0.979, 1.993, -1.377], [0.752, 2.295, -0.100], [1.219, 2.952, -1.877], [0.095, 1.704, 0.367]], "mulliken_charge": [-1.41, -0.34, 0.26, -0.55, 0.37, 0.36, 0.38, 0.27, 0.33, 0.39, -0.50, 0.17, -0.53, 0.36, 0.44], "orbital_gap_ev": 10.927, "lumo_energy_ev": 0.701, "fmax_ev_per_a": 1.893, "de_lowest_ev": 1.9061}


3.
{"formula": "C5H30NO12", "method": "ωB97M-V/def2-TZVPD", "symbols": ["O", "C", "O", "C", "C", "C", "C", "N", "H", "H", "H", "H", "H", "H", "H", "H", "H", "H", "H", "H", "O", "H", "H", "O", "H", "H", "O", "H", "H", "O", "H", "H", "O", "H", "H", "O", "H", "H", "O", "H", "H", "O", "H", "H", "O", "H", "H", "O"], "xyz": [[1.016, 2.309, 0.159], [0.691, 1.605, -0.774], [0.559, 2.082, -2.015], [0.406, 0.137, -0.704], [1.694, -0.691, -0.945], [1.909, -1.712, 0.163], [1.903, -1.053, 2.486], [2.472, -1.060, 1.350], [0.786, 3.021, -2.065], [-0.365, -0.112, -1.432], [-0.046, -0.082, 0.266], [1.594, -1.209, -1.897], [2.560, -0.034, -1.034], [2.595, -2.488, -0.180], [0.977, -2.217, 0.427], [2.421, -0.593, 3.316], [0.959, -1.552, 2.683], [3.331, -0.525, 1.183], [-1.334, -1.802, -0.440], [-1.282, -3.195, -1.117], [-0.832, -2.346, -1.081], [4.650, 1.536, 0.664], [5.537, 0.337, 0.263], [4.633, 0.592, 0.472], [-0.074, 1.090, 2.617], [1.064, 1.628, 1.736], [0.882, 1.052, 2.496], [-2.194, -0.215, 1.399], [-2.923, -0.712, 0.102], [-2.314, -0.988, 0.828], [-3.183, 0.313, -2.021], [-4.603, 0.267, -1.336], [-3.706, -0.066, -1.277], [-2.378, 1.328, 3.050], [-1.921, 2.040, 1.731], [-1.810, 1.227, 2.278], [-1.004, -1.923, 1.648], [-0.696, -3.196, 2.478], [-0.281, -2.435, 2.064], [-0.580, -1.595, -2.605], [-0.484, -1.817, -4.161], [-0.405, -1.154, -3.469], [-2.215, 4.349, 1.067], [-0.801, 3.762, 0.791], [-1.735, 3.540, 0.867], [-1.665, 1.611, -3.162], [-1.590, 0.100, -3.510], [-2.217, 0.848, -3.355]], "mulliken_charge": [-0.75, -0.12, -0.45, 2.29, -0.82, -0.62, -0.28, 0.17, 0.42, -0.77, -0.39, 0.22, 0.73, 0.38, 0.36, 0.31, 0.43, 0.27, 0.16, 0.32, -0.69, 0.28, 0.27, -0.60, 0.39, 0.32, -0.63, 0.33, 0.46, -0.83, 0.40, 0.27, -0.64, 0.27, 0.39, -0.76, 0.40, 0.27, -0.62, 0.35, 0.31, -0.70, 0.28, 0.33, -0.64, 0.30, 0.42, -0.78], "orbital_gap_ev": 11.311, "lumo_energy_ev": -2.230, "charge": 1, "fmax_ev_per_a": 1.573, "de_lowest_ev": 0.0000}


4.
{"formula": "C4H6NOS", "method": "ωB97M-V/def2-TZVPD", "symbols": ["C", "C", "C", "C", "N", "O", "S", "H", "H", "H", "H", "H", "H"], "xyz": [[1.575, 0.585, 1.230], [1.388, -0.326, 2.147], [-0.526, -0.807, 0.550], [-1.146, 0.407, -2.129], [0.045, 0.213, 0.036], [-0.156, 0.821, -1.121], [-0.048, -1.310, 2.172], [2.312, 1.201, 0.677], [2.135, -0.373, 2.870], [-1.328, -1.482, 0.256], [-1.197, 1.198, -2.733], [-2.076, 0.465, -1.508], [-0.979, -0.593, -2.447]], "mulliken_charge": [-0.15, -0.21, 0.13, -0.63, -0.02, -0.27, 0.02, 0.38, 0.42, 0.38, 0.33, 0.32, 0.30], "orbital_gap_ev": 9.446, "lumo_energy_ev": -4.701, "charge": 1, "fmax_ev_per_a": 6.462, "de_lowest_ev": 4.7017}


5.
{"formula": "C18H28AsFeN6OS", "method": "ωB97M-V/def2-TZVPD", "symbols": ["Fe", "C", "C", "N", "N", "C", "S", "N", "N", "H", "H", "H", "H", "H", "H", "O", "C", "C", "C", "C", "C", "C", "C", "N", "C", "C", "N", "H", "H", "H", "H", "H", "H", "H", "C", "C", "As", "C", "C", "C", "C", "H", "H", "H", "H", "H", "H", "H", "H", "H", "H", "H", "H", "H", "H", "H"], "xyz": [[-0.002, 0.384, 0.017], [-2.669, -4.431, -0.669], [-2.679, -3.168, -1.442], [-3.431, -2.892, -2.450], [-3.120, -1.610, -2.792], [-2.198, -1.055, -2.008], [-1.593, 0.515, -2.044], [-1.907, -2.051, -1.130], [-0.920, -1.917, -0.163], [-3.374, -5.119, -1.127], [-2.985, -4.255, 0.362], [-1.681, -4.892, -0.658], [-3.576, -1.177, -3.580], [-0.035, -2.256, -0.532], [-1.167, -2.466, 0.653], [1.166, -0.375, 1.426], [2.241, -0.985, 1.678], [2.615, -1.225, 3.041], [3.796, -1.825, 3.339], [4.665, -2.235, 2.299], [4.319, -2.053, 0.969], [3.123, -1.446, 0.612], [2.742, -1.267, -0.772], [1.627, -0.690, -1.233], [1.680, -0.748, -2.595], [2.834, -1.376, -2.980], [3.481, -1.695, -1.829], [1.935, -0.893, 3.814], [4.075, -1.984, 4.372], [5.612, -2.695, 2.548], [5.011, -2.396, 0.212], [0.899, -0.325, -3.205], [3.225, -1.612, -3.955], [4.374, -2.160, -1.782], [-4.517, 1.939, 0.589], [-3.484, 2.273, 1.661], [-1.980, 1.022, 1.676], [-0.851, 1.703, 3.146], [-1.558, 2.108, 4.437], [-2.764, -0.665, 2.334], [-3.843, -0.564, 3.409], [-5.363, 2.620, 0.665], [-4.900, 0.923, 0.701], [-4.096, 2.037, -0.412], [-3.919, 2.240, 2.659], [-3.065, 3.267, 1.507], [-0.320, 2.557, 2.720], [-0.112, 0.924, 3.331], [-2.270, 2.916, 4.274], [-0.824, 2.457, 5.164], [-2.086, 1.267, 4.885], [-1.912, -1.252, 2.689], [-3.174, -1.156, 1.448], [-3.432, -0.237, 4.362], [-4.298, -1.542, 3.568], [-4.637, 0.123, 3.120]], "lowdin_spin": [3.77, 0.00, 0.00, 0.00, 0.00, 0.01, 0.04, 0.00, 0.03, 0.00, 0.00, 0.00, 0.00, 0.00, 0.00, 0.29, 0.13, 0.10, 0.01, 0.22, -0.01, 0.16, -0.01, 0.07, 0.04, 0.05, 0.03, 0.00, 0.00, 0.01, 0.00, 0.00, 0.00, 0.00, 0.00, 0.01, 0.03, 0.01, 0.00, 0.00, 0.00, 0.00, 0.00, 0.00, 0.00, 0.00, 0.00, 0.00, 0.00, 0.00, 0.00, 0.00, 0.00, 0.00, 0.00, 0.00], "orbital_gap_ev": [8.285, 5.402], "spin_multiplicity": 6, "lumo_energy_ev": [-5.665, -8.808], "charge": 2, "fmax_ev_per_a": 1.831}


6.
{"formula": "C24H37Br12ClN2O3S2", "method": "ωB97M-V/def2-TZVPD", "symbols": ["O", "C", "C", "C", "C", "C", "N", "S", "N", "C", "C", "C", "C", "C", "C", "C", "S", "O", "O", "Cl", "H", "H", "H", "H", "H", "H", "H", "H", "H", "H", "H", "H", "H", "Br", "C", "C", "Br", "H", "H", "H", "H", "Br", "C", "C", "Br", "H", "H", "H", "H", "Br", "C", "C", "Br", "H", "H", "H", "H", "Br", "C", "C", "Br", "H", "H", "H", "H", "Br", "C", "C", "Br", "H", "H", "H", "H", "Br", "C", "C", "Br", "H", "H", "H", "H"], "xyz": [[-1.952, 4.924, -4.154], [-1.248, 3.789, -4.393], [-1.920, 2.282, -4.120], [-1.538, 1.346, -5.437], [-1.520, 2.088, -6.919], [-1.190, 1.218, -8.279], [-1.200, 1.863, -9.664], [-0.771, 0.458, -10.649], [-0.547, -0.896, -9.513], [-0.838, -0.376, -8.121], [-0.857, -1.105, -6.650], [-1.221, -0.256, -5.260], [-1.286, -1.001, -3.801], [0.072, -0.871, -2.892], [-0.286, -1.607, -1.434], [1.004, -1.708, -0.424], [2.033, -0.134, -0.352], [2.883, 0.123, -1.622], [3.037, -0.102, 0.862], [0.757, 1.522, -0.057], [-0.149, 3.871, -4.852], [-1.451, 1.813, -3.128], [-3.106, 2.360, -4.004], [-1.777, 3.233, -7.078], [-0.630, -2.255, -6.587], [-2.199, -0.537, -3.201], [-1.516, -2.150, -4.009], [1.004, -1.467, -3.321], [0.346, 0.270, -2.719], [-0.645, -2.725, -1.625], [-1.213, -1.076, -0.906], [0.629, -1.954, 0.678], [1.657, -2.617, -0.799], [-1.377, -0.729, 1.904], [-3.278, -1.160, 1.846], [-3.522, -2.607, 2.205], [-3.068, -3.789, 0.722], [-3.636, -0.894, 0.848], [-3.742, -0.497, 2.583], [-4.585, -2.783, 2.394], [-2.943, -2.944, 3.070], [6.948, -2.266, 0.772], [6.327, -0.981, 2.102], [7.250, 0.212, 2.182], [8.880, -0.222, 3.161], [6.230, -1.521, 3.047], [5.333, -0.677, 1.759], [6.783, 1.022, 2.751], [7.557, 0.591, 1.203], [-4.665, 0.005, 5.187], [-3.437, -0.692, 6.532], [-2.719, -1.924, 6.032], [-3.883, -3.489, 6.086], [-4.022, -0.867, 7.439], [-2.726, 0.120, 6.715], [-1.879, -2.173, 6.688], [-2.358, -1.830, 5.005], [7.545, -0.287, -4.061], [8.773, -0.984, -2.716], [9.490, -2.216, -3.216], [8.327, -3.781, -3.163], [8.188, -1.159, -1.809], [9.484, -0.172, -2.533], [10.331, -2.465, -2.561], [9.852, -2.122, -4.244], [-4.249, -0.843, 10.302], [-5.239, -2.518, 10.151], [-4.678, -3.570, 11.080], [-3.023, -4.324, 10.375], [-5.214, -2.810, 9.098], [-6.267, -2.266, 10.430], [-5.366, -4.418, 11.160], [-4.456, -3.191, 12.081], [-2.461, 5.338, -0.085], [-2.661, 6.719, -1.449], [-2.514, 8.100, -0.854], [-4.124, 8.627, 0.112], [-3.627, 6.553, -1.932], [-1.861, 6.523, -2.170], [-2.398, 8.849, -1.643], [-1.679, 8.185, -0.153]], "mulliken_charge": [-0.53, -0.19, -0.03, 0.44, -0.57, 0.49, -0.51, 0.22, -0.51, 0.37, -0.83, 0.34, -0.99, -0.06, -0.16, -0.57, 0.89, -0.52, -0.59, -0.14, 0.37, 0.07, 0.29, 0.25, 0.24, 0.29, 0.44, 0.25, 0.25, 0.26, -0.01, 0.24, 0.41, -0.08, -0.39, -0.41, -0.15, 0.48, 0.03, 0.37, 0.18, -0.14, -0.17, -0.56, -0.16, 0.37, 0.00, 0.34, 0.36, -0.13, -0.26, -0.28, -0.12, 0.02, 0.39, 0.40, 0.03, -0.12, -0.26, -0.57, -0.14, 0.04, 0.33, 0.34, 0.39, -0.14, -0.44, -0.60, -0.13, 0.22, 0.38, 0.34, 0.38, -0.13, -0.52, -0.56, -0.15, 0.37, 0.25, 0.36, 0.38], "orbital_gap_ev": 6.877, "lumo_energy_ev": -1.756, "fmax_ev_per_a": 8.553}


7.
{"formula": "C4H8N2O", "method": "ωB97M-V/def2-TZVPD", "symbols": ["C", "C", "O", "C", "N", "C", "N", "H", "H", "H", "H", "H", "H", "H", "H"], "xyz": [[0.491, -1.079, 1.021], [-0.220, -0.386, -0.127], [-1.344, 0.715, 0.732], [0.701, 0.460, -1.019], [0.692, 1.680, -0.232], [-1.264, -1.124, -0.776], [-2.145, -1.644, -1.310], [-0.164, -1.003, 1.886], [1.455, -0.611, 1.256], [0.664, -2.140, 0.803], [-2.115, 1.076, 0.231], [0.301, 0.595, -2.036], [1.709, 0.005, -1.156], [1.499, 1.663, 0.385], [-0.270, 1.606, 0.330]], "mulliken_charge": [-1.30, 1.37, -0.73, -0.72, -0.74, -0.12, -0.46, 0.32, 0.33, 0.35, 0.34, 0.35, 0.30, 0.27, 0.44], "orbital_gap_ev": 9.311, "lumo_energy_ev": 0.139, "fmax_ev_per_a": 3.003, "de_lowest_ev": 3.6792}


8.
{"formula": "C5H6N2", "method": "ωB97M-V/def2-TZVPD", "symbols": ["C", "C", "C", "N", "C", "H", "H", "H", "H", "H", "C", "N", "H"], "xyz": [[-1.051, -0.679, 0.529], [-0.663, -0.112, -0.702], [0.567, -0.622, -1.010], [0.938, -1.467, -0.012], [-0.042, -1.511, 0.927], [-1.969, -0.489, 1.048], [-1.224, 0.587, -1.290], [1.202, -0.434, -1.854], [1.796, -1.992, 0.019], [0.049, -2.125, 1.801], [0.144, 2.931, 0.201], [-0.198, 3.652, -0.614], [0.450, 2.261, 0.957]], "mulliken_charge": [-0.34, -0.54, -0.47, 0.01, -0.52, 0.39, 0.50, 0.39, 0.19, 0.39, 0.12, -0.37, 0.25], "orbital_gap_ev": 9.409, "lumo_energy_ev": 0.843, "fmax_ev_per_a": 0.586, "de_lowest_ev": 0.9614}


> Which formula does entry 2 have?

C4H8O3